The following is a DFT calculation (the ωB97M-V functional and the def2-TZVPD basis) of a molecular structure, C25H33ClCoN4O2.

XYZ file:
```
66
Properties=species:S:1:pos:R:3:forces:R:3:mulliken_spin:R:1
Co -0.144218 -0.120138 -0.385909 -0.03 0.02 -0.10 2.7032
C -4.087901 -3.948309 -0.648469 0.00 -0.02 0.00 0.0008
C -2.637302 -3.841487 -0.163131 0.03 -0.04 0.00 -0.0003
C -2.532277 -4.112515 1.344046 -0.05 -0.05 0.00 0.0009
C -1.715040 -4.789568 -0.940918 0.03 -0.06 -0.01 0.0007
C -2.161962 -2.473697 -0.395601 -0.16 -0.01 0.06 0.0212
N -1.787873 -1.402627 -0.547524 0.24 0.13 -0.08 0.0074
H -4.441732 -4.964107 -0.466708 0.01 0.02 0.00 0.0003
H -4.164828 -3.742956 -1.716589 0.00 0.00 0.01 0.0000
H -4.736268 -3.256813 -0.110647 0.00 0.00 0.00 -0.0003
H -2.862504 -5.135565 1.535243 0.01 0.03 0.00 0.0001
H -3.165910 -3.431877 1.913239 0.00 0.00 -0.01 -0.0001
H -1.505114 -4.002676 1.686094 0.03 -0.01 0.01 -0.0002
H -2.028555 -5.815855 -0.744393 0.00 0.00 0.00 0.0003
H -0.681400 -4.662131 -0.617894 -0.03 0.01 -0.02 -0.0007
H -1.783746 -4.611612 -2.015826 0.00 0.01 0.02 0.0000
Cl 0.471260 -2.990482 3.635844 -0.03 -0.01 0.02 0.0000
C 1.729804 -2.681016 2.397354 -0.08 -0.01 -0.01 0.0041
C 1.059134 -2.122510 1.146318 0.19 0.07 -0.14 0.0044
O 0.741083 -2.900111 0.233750 -0.04 0.16 0.18 0.0010
O 0.897899 -0.857008 1.150821 -0.14 -0.26 0.03 0.0364
H 2.209469 -3.629983 2.186636 0.02 -0.02 -0.01 0.0005
H 2.421822 -1.964619 2.825969 0.02 0.03 -0.02 0.0000
C 2.772509 4.948714 1.790714 0.03 0.01 0.00 0.0000
C 1.721825 3.875727 1.910407 0.01 0.00 0.01 0.0006
C 1.339794 3.394052 3.156078 -0.01 0.00 0.00 0.0126
C 0.362205 2.408712 3.270094 0.02 0.01 -0.03 -0.0070
C -0.036364 1.881957 4.622228 -0.01 -0.02 0.04 -0.0006
C -0.239762 1.927314 2.118153 0.02 0.05 -0.06 0.0032
C 0.130586 2.373655 0.840782 -0.12 0.08 0.19 -0.0546
C 1.128206 3.352888 0.766464 0.00 -0.03 0.01 -0.0116
N -0.428011 1.753834 -0.289145 0.28 -0.10 -0.21 0.1932
C -1.262233 2.479409 -1.254245 -0.14 0.00 0.07 -0.0077
C -1.068414 1.831015 -2.627373 -0.01 -0.05 0.02 0.0272
C -0.964382 3.974437 -1.373778 0.03 0.03 -0.04 0.0021
C -2.736375 2.323510 -0.838843 -0.01 0.04 0.03 0.0121
H 3.366211 5.024304 2.702219 -0.01 0.00 -0.01 0.0001
H 2.316658 5.925096 1.609265 0.00 -0.01 0.01 -0.0002
H 3.450906 4.747688 0.959679 -0.01 0.00 0.01 -0.0002
H 1.817839 3.783033 4.050187 -0.01 -0.01 -0.01 0.0007
H -0.537833 2.652404 5.212481 0.00 -0.01 0.00 -0.0002
H 0.837495 1.554026 5.188696 -0.01 0.01 -0.01 -0.0001
H -0.712941 1.032627 4.528764 0.01 0.01 0.00 -0.0001
H -1.004126 1.160830 2.189742 0.00 0.00 -0.01 0.0072
H 1.468141 3.696400 -0.204219 -0.02 -0.03 0.00 0.0009
H -0.025820 1.911255 -2.943529 -0.01 0.02 0.00 -0.0022
H -1.702163 2.303250 -3.382000 0.01 -0.01 0.02 -0.0002
H -1.337987 0.767780 -2.596946 0.00 0.02 0.01 -0.0001
H 0.012514 4.162006 -1.823663 0.00 -0.02 0.02 -0.0008
H -0.993478 4.467630 -0.402123 -0.02 -0.01 -0.01 0.0000
H -1.719768 4.438132 -2.012165 0.02 0.00 0.00 0.0009
H -2.988098 1.265321 -0.745738 0.00 0.00 -0.02 -0.0023
H -3.415572 2.783026 -1.563762 0.03 0.00 0.03 -0.0001
H -2.899083 2.794001 0.133738 0.00 -0.01 -0.01 -0.0001
N 5.581987 -2.010140 -4.721651 -0.02 0.01 0.01 0.0000
C 4.666028 -1.710930 -4.097464 0.09 -0.02 -0.05 -0.0001
C 3.518753 -1.338379 -3.315020 -0.05 -0.01 0.01 -0.0021
C 3.550292 -0.194876 -2.525686 -0.04 0.00 0.00 0.0007
C 2.421500 0.119660 -1.792298 0.02 0.07 -0.03 -0.0007
N 1.319536 -0.630864 -1.821251 -0.14 0.02 0.10 0.0321
C 1.296438 -1.731404 -2.569505 0.01 -0.06 -0.02 0.0099
C 2.372875 -2.125050 -3.341802 -0.01 0.05 0.02 0.0004
H 4.428988 0.431575 -2.482829 0.00 -0.01 0.00 0.0006
H 2.382229 0.997053 -1.156086 0.00 -0.01 -0.01 0.0069
H 0.389380 -2.319890 -2.530484 0.02 0.00 0.02 -0.0001
H 2.325675 -3.023124 -3.939793 0.01 0.01 0.00 -0.0001
```
Forces are in eV/Å.

## Properties
spin multiplicity = 4
E_tot = -86666.7611 eV
M = 516.0 u
largest force on an atom = 0.37 eV/Å

***

The following is a DFT calculation (the ωB97M-V functional and the def2-TZVPD basis) of a molecular structure, C25H33CoN11O3S2.

XYZ file:
```
75
Properties=species:S:1:pos:R:3:forces:R:3:mulliken_spin:R:1
Co 0.064169 -0.203121 -0.116173 0.00 -0.01 -0.10 3.1062
O 0.138655 2.847421 4.424074 -0.01 -0.02 -0.03 0.0009
C 1.425486 2.599994 4.135144 0.00 0.00 -0.02 -0.0013
C 2.386686 3.166783 4.974321 0.00 0.00 -0.01 0.0013
C 3.728065 2.958073 4.740929 0.01 -0.01 -0.01 -0.0008
C 4.152522 2.177399 3.664192 0.00 0.01 0.01 -0.0001
C 3.210555 1.616446 2.832165 0.00 0.01 0.01 0.0109
C 1.838389 1.813914 3.042881 0.01 0.01 0.00 0.0109
C 0.887536 1.188680 2.110565 0.05 -0.06 -0.06 -0.0047
O 1.373713 0.494565 1.123470 -0.07 0.09 0.12 0.1151
N -0.395414 1.370360 2.298774 -0.05 -0.03 -0.05 0.0209
N -1.186735 0.734630 1.340568 0.21 0.04 0.16 0.0631
C -2.444638 0.894349 1.534566 -0.04 -0.03 -0.07 0.0180
S -3.637135 0.148696 0.491624 0.01 0.00 0.01 0.0047
C -5.003187 1.182788 1.080148 -0.01 0.00 0.01 -0.0005
C -4.800457 1.393772 2.566653 -0.04 0.00 0.00 -0.0002
S -3.071412 1.860984 2.845097 0.01 0.01 0.00 0.0095
H -0.413414 2.373928 3.765816 -0.01 0.01 0.03 -0.0012
H 2.042951 3.765433 5.807090 0.00 0.00 0.00 0.0000
H 4.457538 3.403879 5.404849 0.00 0.00 0.00 -0.0001
H 5.206433 2.011339 3.489734 0.00 0.00 0.00 0.0000
H 3.515473 1.001438 1.996115 0.00 0.00 0.00 0.0016
H -5.928085 0.648113 0.869580 -0.01 0.00 0.00 0.0001
H -5.000680 2.126974 0.537854 0.00 0.00 0.00 0.0001
H -5.019514 0.487376 3.128837 0.00 0.00 0.00 0.0001
H -5.423204 2.204625 2.941708 0.00 0.00 0.00 0.0005
N -0.154243 3.966024 -1.339731 0.00 0.01 0.01 0.0020
C 0.492179 3.058352 -0.602675 0.00 0.01 -0.01 -0.0020
N 0.027066 1.866541 -0.910181 -0.02 0.01 -0.07 0.0759
C -0.925458 2.116207 -1.846885 0.02 -0.01 0.02 0.0023
N -1.067493 3.383898 -2.141795 0.01 0.01 0.02 0.0013
C -1.681715 0.983159 -2.379242 0.02 0.02 0.02 -0.0080
C -2.654920 1.070647 -3.363024 -0.03 0.00 -0.03 0.0027
N -3.312879 -0.004460 -3.778799 0.01 0.01 0.01 -0.0044
C -2.998165 -1.164426 -3.213292 0.01 0.02 0.01 0.0033
C -2.030489 -1.262276 -2.222332 0.00 0.00 0.00 0.0060
N -1.373558 -0.184316 -1.810554 -0.03 -0.06 -0.02 0.0625
H -0.040886 4.967526 -1.346734 0.00 0.00 -0.01 0.0003
H 1.259801 3.282924 0.121667 -0.01 0.01 -0.01 0.0006
H -2.900960 2.025335 -3.811248 0.00 -0.01 0.00 0.0006
H -3.530419 -2.045136 -3.549525 -0.01 0.01 -0.01 0.0006
H -1.785187 -2.197188 -1.736269 0.01 0.00 -0.01 -0.0068
C -1.881094 -3.024405 1.667414 -0.05 -0.01 0.01 0.0217
C -0.424976 -2.786369 1.315187 0.09 0.06 -0.01 -0.0287
C 0.379106 -2.279995 2.497882 0.00 -0.04 0.05 -0.0050
O -0.354287 -1.882308 0.213921 -0.12 -0.02 -0.03 0.4176
H -1.957346 -3.792105 2.438190 0.00 0.00 0.00 0.0032
H -2.447455 -3.356273 0.796498 0.00 0.01 0.00 -0.0012
H -2.330763 -2.106704 2.051340 0.00 -0.01 -0.01 -0.0015
H 0.010937 -3.724372 0.952696 0.02 -0.01 -0.01 0.0254
H -0.074468 -1.377878 2.915331 0.01 0.00 -0.02 0.0011
H 1.406307 -2.055390 2.211161 0.00 0.00 0.01 0.0046
H 0.402020 -3.039493 3.280505 0.00 0.01 0.00 0.0001
C 1.404638 -1.386385 -2.674525 0.00 -0.03 -0.01 -0.0053
N 2.575365 -1.815410 -3.412454 0.02 0.02 0.02 0.0065
C 3.364030 -2.719253 -2.567578 -0.01 0.01 0.01 -0.0005
N 3.784760 -2.064776 -1.327000 0.00 0.02 -0.02 0.0060
C 2.606531 -1.638169 -0.604453 0.01 -0.04 -0.01 -0.0163
N 1.765027 -0.688806 -1.408689 -0.01 0.01 0.12 0.0639
C 2.635371 0.470774 -1.769957 0.02 -0.03 0.02 -0.0087
N 3.818871 0.056237 -2.495038 -0.02 -0.02 -0.01 0.0044
C 3.396945 -0.638836 -3.715194 0.00 0.00 0.01 -0.0016
C 4.581205 -0.883960 -1.666622 -0.02 0.00 0.00 0.0031
H 0.789307 -2.251723 -2.418502 0.01 0.00 0.00 0.0059
H 0.820597 -0.700644 -3.291726 0.00 0.01 -0.01 -0.0019
H 4.245797 -3.041849 -3.120857 0.01 0.01 0.00 0.0002
H 2.763945 -3.597571 -2.324001 -0.01 0.00 0.00 -0.0006
H 2.889213 -1.130044 0.316507 0.01 0.00 0.00 0.0029
H 1.987494 -2.503026 -0.363083 0.01 0.01 -0.01 0.0070
H 2.913703 0.976014 -0.844038 0.01 0.00 -0.01 0.0032
H 2.055492 1.149169 -2.396954 -0.02 0.01 0.01 0.0029
H 4.280353 -0.956560 -4.268455 0.01 0.00 0.00 0.0002
H 2.822981 0.048362 -4.339746 0.00 0.01 0.00 -0.0004
H 4.890044 -0.383057 -0.747689 0.00 0.00 0.00 -0.0004
H 5.471886 -1.196724 -2.211251 0.00 0.00 -0.01 0.0003
```
Forces are in eV/Å.

## Properties
charge = +1
spin multiplicity = 5
E_tot = -108286.8979 eV
M = 658.7 u
largest force on an atom = 0.26 eV/Å

***

Relative energy (zero: lowest compared OMol25 entry of this formula, charge and spin): 15.0 0.0 (kJ/mol)